Computed, not measured: a molecular structure, C6H19CsN5O3, with the ωB97M-V functional and the def2-TZVPD basis.

Output
Total charge = +1
Energy above the lowest of the compared OMol25 structures with the same formula, charge and spin = 10.5 kcal per mole
LUMO = -2.7344 eV
Highest occupied orbital energy = -11.81 eV
HOMO-LUMO gap = 9.078 eV

```
34
Properties=species:S:1:pos:R:3:forces:R:3:lowdin_charge:R:1
H -1.0517 -3.3609 -3.3113 0.00 0.17 -0.14 0.1047
C 2.3050 1.7711 3.0139 0.01 0.44 0.03 -0.1176
N -1.9949 -1.1002 -3.2126 -0.12 -0.94 -0.07 0.1755
H 2.2726 -1.8392 1.3972 -0.05 0.20 -0.07 0.1403
H -0.1979 -2.3357 1.6746 0.14 -0.01 -0.08 0.0867
C 1.7819 -1.7890 2.3686 -0.22 -0.50 1.63 -0.3993
H 2.3598 -2.8738 4.0143 0.20 -0.20 -0.06 0.0669
C -1.2282 -1.6462 -2.2381 0.75 2.51 -0.07 -0.6523
H 1.0947 -3.4756 3.2478 0.13 -0.33 -0.01 0.0596
C -2.2096 2.8685 -3.0666 1.41 -1.04 -2.01 -0.6632
C 2.3265 -0.6105 3.1672 0.97 0.29 0.12 -0.2044
H -1.2399 3.8812 -4.6403 -0.40 0.15 0.05 0.1030
H 1.8381 -0.4125 4.1315 -0.62 -0.37 -0.20 0.1311
Cs -0.0428 1.4720 -0.0685 0.02 -0.10 -0.06 1.1605
H 3.3698 -0.7646 3.4774 0.16 0.01 -0.46 0.1353
H -0.7102 2.3266 -4.3351 -0.08 -0.10 0.20 0.1043
N -3.2359 3.7224 -2.9817 -0.04 -0.57 1.91 0.1855
O 2.1938 0.5407 2.3426 0.46 0.04 -0.24 -0.2586
O -1.9820 1.9211 -2.2971 -0.49 0.84 0.13 -0.1479
H 2.2042 2.5560 2.2605 -0.53 -0.01 0.06 0.0714
C 0.3005 -1.5627 2.2674 -1.02 -0.20 -1.08 -0.0827
H -0.3818 -3.4458 -1.8102 0.20 0.40 0.20 0.1152
H -2.2883 -0.1405 -3.1430 -0.09 -0.02 0.14 0.0813
H -2.2939 -1.7171 -3.9447 -0.30 0.45 -0.29 0.1049
H -0.2142 -1.5637 3.2296 0.32 0.15 0.18 0.0963
H 3.2674 2.0414 3.4636 0.21 -0.80 0.09 0.0972
H -3.5421 3.7004 -2.0129 -0.74 0.73 -0.55 0.1275
H -3.3410 4.5082 -3.5931 -0.09 0.18 0.11 0.1167
N -1.4542 2.9944 -4.2161 0.41 -0.09 0.06 0.1573
H 1.5427 1.8151 3.7977 -0.06 0.36 -0.05 0.0975
H 0.0896 -0.6231 1.7586 -0.09 -0.05 0.17 -0.0178
N 2.0167 -3.0876 3.0810 -0.12 0.94 -0.02 0.0495
N -0.6404 -2.8238 -2.5630 -0.21 -1.37 0.33 0.1678
O -0.9146 -0.9465 -1.2591 -0.11 -1.15 0.05 -0.1919
```
Forces are in eV/Å.